(1)
Entry from OMol25: C30H44BrClN2P2Sr as an isolated structure in a non-equilibrium geometry (ωB97M-V with the def2-TZVPD basis set).

Properties
Total energy (a.u.): -5026.14141
HOMO energy (alpha / beta) (eV): -13.68 / -13.68
Net charge: +2
Gap between HOMO and LUMO (alpha / beta) (eV): 6.66 / 6.65

Geometry as XYZ:
```
81
Properties=species:S:1:pos:R:3:forces:R:3
N -5.185678 -0.817750 3.304084 -0.10 0.00 0.44
C -4.208417 -0.119282 3.878880 1.08 0.56 -1.34
C -3.181810 0.519207 3.128442 -1.16 -1.06 0.18
C -3.185251 0.393617 1.725854 -0.91 -0.30 0.53
C -4.240909 -0.318614 1.129587 -0.96 -0.72 1.84
C -5.227846 -0.914689 1.987001 1.73 0.94 -1.32
C -2.251462 1.147543 0.930658 -1.30 0.81 -5.54
Sr -0.227785 -0.148147 0.631433 1.31 -0.23 2.06
P 1.728544 0.595236 -1.019998 -0.39 0.17 0.13
C -2.143520 1.012457 -0.537753 -1.61 2.60 5.16
C -1.598741 2.057198 -1.384342 0.18 0.17 -0.64
C -1.904130 1.993187 -2.773100 0.45 0.28 0.54
C -1.482622 2.987712 -3.640603 0.15 0.16 0.23
C -0.737956 4.074066 -3.144304 -0.13 -0.04 -0.28
C -0.460086 4.187526 -1.786155 -0.31 -0.95 0.81
C -0.893760 3.174498 -0.893987 0.12 0.40 -1.30
Br -0.094836 5.406519 -4.345166 -0.25 -0.49 0.43
H -1.728875 1.975535 1.396866 -0.01 0.07 0.08
H -2.678558 0.214662 -0.994299 -0.33 -0.61 -0.39
H -2.429963 1.091415 3.642566 0.19 0.18 0.10
H -4.355758 -0.413957 0.066445 -0.07 0.11 -0.23
H -4.206600 -0.033312 4.953377 -0.13 -0.06 0.17
H -6.041684 -1.463551 1.533077 -0.14 -0.05 0.13
H -2.477202 1.149123 -3.143927 0.04 0.10 -0.05
H -0.670921 3.274236 0.160709 -0.05 0.13 -0.02
H -1.712049 2.927437 -4.698826 0.02 0.04 0.12
H 0.087652 5.038857 -1.400490 -0.04 -0.03 -0.09
P -0.846382 -2.650647 -0.098172 0.04 -0.08 -0.58
C 2.362292 2.089120 -0.207258 0.19 0.80 -0.32
C 3.149097 3.020252 -1.135346 0.62 0.50 0.49
H 2.967568 1.765028 0.639064 0.11 -0.04 0.06
H 1.514859 2.662340 0.228987 0.39 -0.45 -0.25
H 3.493176 3.904589 -0.569822 -0.14 -0.32 -0.25
H 4.047362 2.539366 -1.543985 -0.30 0.09 0.10
H 2.543650 3.387464 -1.961963 -0.07 -0.06 -0.04
C 1.266778 0.950255 -2.704236 0.22 -0.13 -1.29
C 2.405843 0.829125 -3.717001 -0.18 0.67 -0.75
H 0.836067 1.955153 -2.715853 0.10 -0.06 0.02
H 0.440472 0.276320 -3.012475 0.46 0.28 0.31
H 2.020759 1.073388 -4.721869 0.21 -0.14 0.32
H 3.217276 1.537150 -3.509873 -0.19 -0.21 -0.03
H 2.820260 -0.173593 -3.764541 0.03 -0.11 0.05
C 2.961076 -0.703695 -0.972726 1.14 -0.23 0.27
C 4.405340 -0.224007 -1.140534 0.56 -0.66 -0.43
H 2.685420 -1.414128 -1.755151 0.03 -0.06 -0.05
H 2.886567 -1.268543 -0.018370 -0.07 0.43 -0.52
H 5.089778 -1.088803 -1.116375 -0.20 0.34 0.01
H 4.568457 0.280683 -2.100925 -0.10 -0.12 0.28
H 4.712855 0.448551 -0.343602 -0.06 0.07 0.08
C 0.171374 -3.904107 0.660543 0.42 -0.87 0.29
C 1.692162 -3.783364 0.491577 -0.16 0.03 0.15
H -0.199036 -4.826116 0.214955 0.18 -0.47 0.17
H -0.076937 -3.930882 1.728768 0.00 -0.05 -0.19
H 2.197960 -4.624461 0.980197 -0.15 0.20 -0.12
H 1.991148 -3.778235 -0.555986 0.01 -0.01 -0.01
H 2.065622 -2.861038 0.956275 -0.06 -0.22 -0.05
C -0.612060 -2.881471 -1.891399 0.11 -0.27 -0.08
C -1.472067 -1.989417 -2.787604 0.17 0.25 -0.02
H -0.835672 -3.938281 -2.042728 0.07 -0.12 -0.40
H 0.454426 -2.727382 -2.117065 -0.24 -0.10 0.07
H -1.263526 -2.188401 -3.847435 -0.07 0.04 0.30
H -2.538372 -2.146219 -2.621575 0.00 -0.04 -0.02
H -1.253358 -0.922314 -2.604206 -0.09 -0.33 -0.08
C -2.518463 -3.183514 0.234341 -0.86 -0.50 -0.03
C -2.848982 -3.336991 1.725318 -0.18 0.30 -0.05
H -2.601426 -4.139688 -0.287018 -0.39 -0.16 0.03
H -3.231327 -2.486728 -0.237903 0.30 -0.24 0.09
H -3.908107 -3.589052 1.860127 0.29 0.02 -0.05
H -2.255743 -4.116895 2.192937 0.01 -0.09 0.04
H -2.674113 -2.395712 2.267534 -0.01 -0.22 -0.06
Cl 0.977673 3.160012 5.488028 -0.19 0.40 0.22
C 1.484619 1.867937 4.525430 0.12 -1.29 -1.33
C 2.598842 1.086043 4.869670 -0.20 0.16 -0.04
C 2.977909 0.021572 4.062760 0.47 0.15 0.69
C 2.232066 -0.240038 2.936395 0.99 -2.10 -1.22
N 1.175754 0.458649 2.565901 -0.58 1.57 1.22
C 0.794415 1.515472 3.347738 0.22 -0.10 0.19
H 3.149496 1.319425 5.770168 0.03 0.02 0.04
H 3.848777 -0.597121 4.329809 -0.57 0.37 -0.22
H 2.540120 -1.136413 2.271744 -0.62 1.58 1.07
H -0.101519 2.108613 3.048733 0.81 -0.57 0.18
```
Forces are in eV/Å.



(2)
Entry from OMol25: a 7-piece molecular cluster, C32H67B2F9NO13P2S8 overall in a non-equilibrium geometry (ωB97M-V with the def2-TZVPD basis set).

Properties
Total energy (a.u.): -7109.09631
HOMO energy (eV): -4.27
Net charge: -1
Gap between HOMO and LUMO (eV): 5.51

Geometry as XYZ:
```
134
Properties=species:S:1:pos:R:3:forces:R:3
C -2.067393 -1.707884 3.593392 -0.13 0.02 -0.08
C -2.146383 -0.193301 3.858375 0.17 -0.34 -0.26
B -0.865093 0.372204 4.593891 0.00 0.22 0.30
O -0.699313 -0.121208 5.908497 -0.72 0.07 0.11
B 0.268153 1.431586 3.886506 -0.05 -0.09 -0.33
C 0.978631 0.772549 2.564199 0.16 0.00 0.27
C 1.749181 -0.508708 2.905511 0.15 0.03 -0.01
C 2.340044 -1.317323 1.726892 0.08 0.05 0.02
C 1.541579 -1.157272 0.430069 -0.10 0.15 0.08
C 1.929407 -2.162843 -0.616711 -0.13 -0.08 -0.21
F 1.986587 -3.418420 -0.082968 0.04 -0.14 0.05
F 3.155347 -1.923300 -1.144013 0.16 0.09 0.01
C 0.955089 -2.385154 -1.823993 -0.01 0.16 -0.03
F -0.189906 -2.890392 -1.351916 0.04 0.05 -0.02
F 1.503300 -3.278492 -2.654542 -0.08 -0.07 0.06
S 0.467775 -0.867159 -2.881922 0.21 0.09 0.32
F -0.774602 -1.669680 -3.455475 -0.06 -0.08 -0.01
F -0.402820 -0.326781 -1.669051 0.03 -0.06 -0.10
F 1.719277 -0.025942 -2.371449 -0.14 -0.07 -0.02
F 1.339348 -1.351189 -4.123188 0.03 -0.03 -0.04
F 0.010625 0.377370 -3.729757 0.00 0.10 -0.05
P 1.402539 2.123015 5.270869 -0.91 0.87 0.19
N 0.535987 3.033614 6.272748 -0.05 -0.28 0.04
P -0.621478 3.045583 3.241495 0.72 0.22 -0.07
S 0.563469 4.557808 2.667409 -0.10 -0.09 0.06
H -1.218005 -1.951379 2.944338 -0.03 -0.01 0.10
H -2.967520 -2.073212 3.087801 0.04 0.02 0.05
H -1.960716 -2.269958 4.525346 0.08 0.05 -0.06
H -2.337491 0.330174 2.914145 -0.01 -0.03 0.09
H -3.002573 0.011608 4.510926 0.06 -0.08 -0.05
H -0.744540 0.598627 6.554784 0.59 0.07 -0.12
H 0.199077 0.577541 1.814988 0.08 -0.02 0.04
H 1.673385 1.506889 2.130913 -0.10 -0.09 -0.13
H 2.592517 -0.217047 3.544547 -0.13 -0.14 0.08
H 1.130693 -1.176912 3.518373 -0.06 0.08 -0.11
H 2.388905 -2.375145 1.997940 0.00 0.09 0.01
H 3.371620 -0.997005 1.547824 -0.09 -0.01 -0.10
H 1.704495 -0.157588 0.027389 -0.08 -0.06 -0.03
H 0.466619 -1.245557 0.611134 0.09 -0.14 0.05
H 2.502416 2.823581 4.730142 0.27 -0.29 0.03
H 1.989750 1.059352 5.996490 0.42 -0.13 -0.27
H 0.900208 3.978791 6.309149 0.00 -0.07 0.18
H -1.336379 2.613244 2.105659 -0.30 -0.07 0.12
H -1.638464 3.473540 4.098515 -0.07 -0.03 -0.05
C 1.804229 -0.439018 -7.395341 0.04 -0.04 -0.02
C 3.042591 -1.274748 -7.040494 -0.01 0.03 0.00
C 4.205166 -0.747680 -7.888698 -0.01 -0.12 0.09
S 3.838050 0.987560 -8.208937 -0.11 -0.02 0.06
O 3.613965 1.140416 -9.630857 0.08 0.01 -0.03
O 4.791666 1.836597 -7.545440 0.03 0.02 -0.03
C 2.252702 1.016728 -7.379199 -0.04 0.00 0.06
H 0.988298 -0.609156 -6.695667 -0.01 0.02 -0.01
H 1.446173 -0.700222 -8.394723 -0.02 0.01 0.00
H 3.270734 -1.155855 -5.980156 0.00 0.03 0.00
H 2.879612 -2.336362 -7.222513 0.00 0.00 0.01
H 5.171239 -0.801105 -7.392920 0.01 0.03 -0.01
H 4.261106 -1.238235 -8.858863 -0.01 0.06 -0.03
H 1.586106 1.689930 -7.915192 0.04 0.01 -0.02
H 2.426922 1.379964 -6.366027 0.02 -0.02 0.00
C -0.887994 -0.845871 -12.052422 0.00 0.05 0.00
C 0.607738 -0.770472 -11.723335 -0.02 0.04 0.03
C 0.928024 0.683595 -11.358176 0.07 -0.19 -0.03
S -0.588232 1.362671 -10.677407 0.00 -0.03 0.02
O -1.074439 2.414175 -11.536891 0.00 0.01 0.00
O -0.421942 1.613283 -9.264996 -0.02 0.03 0.01
C -1.594779 -0.099270 -10.928134 0.00 -0.07 -0.01
H -1.228060 -1.877421 -12.089675 0.01 0.02 -0.08
H -1.089751 -0.360518 -13.010386 -0.02 -0.01 0.00
H 0.814760 -1.424119 -10.872827 -0.01 0.00 0.00
H 1.227411 -1.107429 -12.553473 0.00 0.00 0.00
H 1.706784 0.775608 -10.605982 0.04 0.10 -0.05
H 1.191241 1.280354 -12.229395 -0.08 0.05 0.01
H -2.610545 0.215621 -11.154392 0.01 0.05 0.02
H -1.577564 -0.671270 -10.000202 0.00 -0.01 0.00
C -3.510550 -6.663686 -11.350575 -0.01 0.03 -0.02
C -2.953458 -6.147125 -12.684891 -0.01 0.02 0.02
C -2.849266 -4.621646 -12.576950 0.02 -0.10 -0.08
S -2.598080 -4.265450 -10.827313 0.04 -0.07 0.05
O -3.734874 -3.529309 -10.338396 0.01 0.04 -0.01
O -1.264835 -3.761288 -10.606779 0.00 0.03 0.01
C -2.708619 -5.960621 -10.261491 -0.05 -0.10 -0.02
H -3.424767 -7.746027 -11.267692 -0.01 0.00 -0.01
H -4.566802 -6.402540 -11.259029 0.00 0.00 0.01
H -1.963880 -6.574208 -12.857585 0.01 0.00 0.02
H -3.585856 -6.433072 -13.523956 0.01 -0.01 -0.01
H -2.011172 -4.204155 -13.129775 -0.01 0.03 0.01
H -3.771402 -4.121969 -12.867362 -0.01 0.02 0.05
H -3.176671 -5.960438 -9.280014 0.01 0.05 0.01
H -1.690872 -6.344033 -10.194192 0.01 0.02 0.00
C -6.121833 2.801431 6.898382 0.02 0.02 -0.02
C -7.098767 3.297807 5.822808 0.03 0.00 -0.01
C -6.354849 3.267415 4.483689 -0.11 0.05 0.05
S -5.120929 1.958989 4.628208 -0.11 0.03 0.08
O -3.815399 2.558662 4.580985 -0.05 0.00 -0.10
O -5.473060 0.863152 3.762849 0.02 0.02 -0.02
C -5.477237 1.540847 6.334607 -0.06 -0.01 0.08
H -6.625114 2.599623 7.843294 -0.01 0.01 0.00
H -5.353397 3.555465 7.080732 0.01 -0.01 0.00
H -7.964902 2.633895 5.781375 0.01 -0.02 0.00
H -7.463156 4.300881 6.041706 -0.01 -0.01 0.00
H -6.991938 3.031539 3.635174 0.03 0.00 -0.02
H -5.808345 4.189013 4.292699 0.05 -0.02 0.01
H -4.542445 1.259138 6.814281 0.03 -0.02 -0.06
H -6.166618 0.696625 6.324646 0.00 0.00 0.00
C 1.781663 5.372097 11.156010 0.00 -0.01 -0.02
C 0.843958 4.154291 11.197929 0.04 0.02 -0.03
C 0.993437 3.400196 9.870457 -0.09 0.03 0.12
S 2.657348 3.750678 9.308212 0.09 -0.16 -0.02
O 2.608750 4.532654 8.106008 0.23 0.13 -0.12
O 3.470709 2.555979 9.381326 0.08 0.01 -0.13
C 3.124316 4.855170 10.643816 -0.24 -0.01 0.20
H 1.883245 5.843983 12.133412 -0.02 0.00 0.00
H 1.388464 6.117328 10.461083 0.02 0.01 0.00
H 1.132908 3.504607 12.027218 0.00 -0.02 -0.01
H -0.192218 4.450037 11.358162 0.00 0.00 0.01
H 0.893257 2.321087 9.967629 0.02 -0.01 -0.06
H 0.332408 3.759724 9.082800 0.03 -0.02 -0.04
H 3.781354 5.621467 10.240630 0.01 -0.04 -0.06
H 3.645608 4.262648 11.395744 -0.01 0.00 0.00
C 4.388161 -1.216569 8.790092 -0.01 -0.06 0.01
C 3.517744 -0.772111 7.609606 0.00 -0.01 -0.04
C 2.069349 -1.166552 7.921509 0.09 0.01 -0.06
S 1.936579 -1.152806 9.713327 0.22 0.21 0.08
O 1.670134 -2.489959 10.193026 -0.05 -0.01 -0.04
O 1.105823 -0.060525 10.163240 -0.18 -0.07 0.03
C 3.652040 -0.749695 10.038605 0.10 0.03 0.04
H 5.388346 -0.787423 8.739159 -0.01 0.01 -0.02
H 4.487014 -2.305373 8.800229 0.01 0.00 0.01
H 3.584852 0.309916 7.497675 -0.02 0.05 0.03
H 3.843278 -1.222059 6.672148 -0.02 0.01 -0.01
H 1.342693 -0.471968 7.513521 -0.13 0.02 -0.03
H 1.828275 -2.176016 7.593827 0.00 -0.02 0.06
H 3.952570 -1.249794 10.957048 -0.07 -0.02 0.01
H 3.702473 0.334102 10.154563 -0.02 -0.03 -0.06
```
Forces are in eV/Å.



(3)
Entry from OMol25: C5H10N as an isolated structure in a non-equilibrium geometry (ωB97M-V with the def2-TZVPD basis set).

Properties
Total energy (a.u.): -250.81983
HOMO energy (eV): -14.14
Net charge: +1
Gap between HOMO and LUMO (eV): 8.81

Geometry as XYZ:
```
16
Properties=species:S:1:pos:R:3:forces:R:3
C -2.547456 -0.200948 1.016614 -1.65 -1.46 0.40
C 2.176060 -0.308790 -0.878066 -1.43 1.57 -0.54
C -1.642167 -0.377500 0.104655 2.14 0.29 -1.51
C 1.556602 0.461253 0.305032 0.45 -0.56 -1.19
C -0.824605 0.653211 -0.557348 -0.37 2.25 0.46
N 1.955685 -0.731162 0.492374 0.40 1.94 -2.98
H -3.028688 0.705801 1.226960 -0.01 1.50 0.46
H -3.072060 -1.055073 1.421714 0.14 -0.16 0.14
H 1.428593 -0.629247 -1.700426 1.50 0.38 1.55
H 3.156983 0.111317 -1.156757 -0.39 -0.95 0.05
H -1.258992 -1.305110 -0.273841 -0.53 -1.08 0.49
H 1.635682 1.352137 0.870460 0.00 0.86 0.52
H -1.030563 1.736914 -0.271644 -0.26 -1.26 -0.76
H -0.702038 0.484092 -1.664239 0.46 0.35 1.37
H 0.173479 0.653512 0.121826 -0.55 -0.43 -1.09
H 2.023487 -1.550404 0.942689 0.11 -3.24 2.61
```
Forces are in eV/Å.